Below is a cluster of 4 separate species, C37H82F3N4O3 in total, with properties calculated with wB97M-V/def2-TZVPD.

XYZ file:
```
129
Properties=species:S:1:pos:R:3:forces:R:3
F 2.27611 -2.36892 -2.32917 -2.0 1.6 4.3
F 2.18314 -0.66366 -0.50875 -1.6 -5.0 -2.2
F 0.19782 -1.70085 -1.33091 4.7 -1.0 0.7
O -2.37784 -6.79632 -1.64584 2.6 0.6 -0.2
O 0.99014 -6.89948 0.37259 -0.5 2.7 -0.8
O 2.77805 -4.03318 2.17349 -0.3 -0.8 -2.4
N 1.35214 -4.55714 -0.48283 0.3 1.1 -0.4
N -3.58361 5.87357 -1.54672 0.0 -0.2 0.4
N -1.33714 1.92678 2.31887 -0.2 -0.4 -0.1
N -7.44793 5.65674 1.52354 0.0 0.1 -0.3
C -1.41834 -6.46017 -0.58252 -0.5 -0.2 1.3
C -1.19600 -5.07209 -3.23736 -0.1 0.1 -1.4
C 0.07006 -7.12522 -0.75039 -0.4 -0.9 -1.6
C -4.57925 7.39747 -3.27666 0.0 -0.1 0.0
C 4.43350 -3.63953 0.17124 0.7 0.1 -0.9
C 0.74716 2.36820 0.90258 0.3 0.0 -0.2
C 1.14761 -5.47525 0.70075 -1.1 -1.7 3.4
C 7.60468 -6.13928 -0.26858 0.0 -0.7 -0.8
C 2.43632 -5.40380 1.76509 -0.2 -1.1 -0.8
C -1.83043 -6.56367 -2.99132 0.0 0.3 -1.6
C -6.51812 5.02788 2.46609 -0.3 0.0 -0.1
C 8.89085 -3.38505 -1.79534 -0.2 -0.1 -0.4
C 9.15571 -5.87918 -0.81239 0.1 -0.8 -0.5
C -0.84245 2.50625 3.57102 -0.1 0.2 -0.2
C -6.10222 7.79402 1.11106 0.1 0.4 0.0
C -0.16959 -0.34134 2.52264 0.3 -0.4 0.0
C -0.76470 2.46477 1.08301 -0.2 0.4 0.1
C 9.23619 -4.94701 -2.15870 0.9 0.5 0.1
C -3.39185 4.75273 -2.46945 -0.4 0.1 -0.1
C -7.13396 3.90021 3.29055 -0.1 0.0 0.0
C 7.14726 -7.58771 -0.96315 0.8 0.8 0.4
C -8.69519 6.17520 2.08924 -0.1 -0.4 0.1
C 7.29851 -3.01459 -2.11321 0.7 -0.7 1.3
C -2.81684 5.79059 -0.29914 -0.3 0.2 0.0
C 5.06943 -2.42655 -0.78754 0.0 0.5 0.2
C 6.70549 -2.33980 -0.72741 -0.3 1.0 -1.3
C -2.10936 4.72736 -3.29540 0.2 -0.2 -0.2
C -3.57619 7.21359 -2.14058 -0.2 -0.2 -0.1
C 1.65445 -1.97283 -1.04468 -1.3 1.6 -1.0
C -0.96956 4.02566 3.64774 0.0 0.0 -0.1
C -8.59012 7.23167 3.18489 -0.2 0.3 0.2
C -1.45464 0.46552 2.36559 -0.3 0.3 0.2
C -6.78413 6.54438 0.56295 0.1 -0.4 -0.1
C 3.08950 -3.18076 0.99024 0.4 -0.2 -0.3
C 5.62071 -8.04470 -0.57414 -0.2 -0.9 -0.4
C -1.31070 6.01876 -0.37974 0.3 -0.1 0.1
C 1.70815 -3.16492 0.08092 0.2 1.9 1.6
H -2.00555 4.34431 3.49273 0.1 -0.1 0.0
H -1.04866 3.52156 1.00349 0.0 -0.2 0.2
H 2.13079 -4.96733 -1.05947 -0.8 0.7 0.3
H -7.56363 3.12726 2.64495 0.0 0.2 0.0
H -3.23169 6.52675 0.40225 -0.1 0.0 -0.2
H -7.91289 4.26490 3.96664 0.1 -0.1 -0.1
H -2.22842 4.03731 -4.13788 0.0 0.1 0.1
H -1.00806 -7.34758 -3.32430 -1.7 1.4 1.0
H 7.23026 -2.32445 -3.05568 0.0 -1.1 2.0
H -0.08141 -8.30115 -0.86632 0.5 2.6 0.5
H -1.05044 6.90196 -0.96975 0.0 -0.1 0.0
H -5.47706 7.58334 1.98321 -0.1 0.0 -0.1
H -1.37267 -4.30495 -2.37128 0.4 -1.5 -1.6
H 3.33010 -5.97456 1.22458 -1.7 1.3 1.2
H -2.72432 -6.69468 -3.76912 1.8 0.2 2.1
H -0.41440 -1.37600 2.78761 0.0 0.0 0.1
H 0.20374 2.23833 3.74834 0.2 0.0 0.2
H 2.11718 -6.06059 2.70498 0.7 1.8 -2.0
H 0.47063 -4.38418 -1.05428 1.1 -0.9 0.4
H 9.57798 -6.95140 -1.12408 -0.9 2.3 0.8
H 0.82807 -2.92893 0.85207 1.9 -0.3 -1.8
H -7.50109 6.84543 -0.21090 -0.1 -0.1 0.2
H 9.88255 -5.49646 0.03608 -1.6 -0.5 -1.8
H -6.08938 5.76339 3.15380 0.2 0.1 0.2
H -9.54316 7.30162 3.72055 0.1 0.0 -0.1
H 6.83393 -5.34860 -0.65590 1.6 -1.2 0.7
H 1.05056 1.36832 0.58714 0.1 0.1 0.1
H -2.58172 7.47945 -2.51219 0.2 0.2 0.0
H -5.45036 8.22484 0.34287 -0.1 -0.1 0.1
H 0.39815 -0.38096 1.58991 0.1 0.1 0.1
H -6.82846 8.56587 1.37696 0.1 -0.1 0.1
H 9.55739 -2.61869 -2.40236 -1.3 -1.8 1.2
H 5.09638 -7.30244 0.17802 1.2 -1.4 -1.4
H -3.47256 3.80676 -1.91833 0.0 0.3 0.2
H 0.47791 0.04917 3.31265 -0.1 0.0 -0.1
H -4.33552 6.77595 -4.14334 -0.1 0.0 0.1
H -4.57096 8.43935 -3.61245 0.0 -0.1 0.1
H 9.16395 -3.24181 -0.64338 -0.8 -0.2 -2.5
H 3.26528 -2.09195 1.38308 -0.5 -2.2 -0.6
H 4.66291 -1.35483 -0.45470 0.6 -2.5 -0.8
H -8.38746 8.22082 2.77039 0.1 -0.1 0.1
H -1.85697 5.70531 -3.71272 0.0 0.0 0.1
H 4.92579 -8.14937 -1.53812 1.5 0.4 2.1
H -6.36248 3.43001 3.90866 -0.1 0.1 -0.1
H -0.05128 -5.16328 -3.56105 -2.4 0.3 1.0
H -4.24191 4.72808 -3.16266 0.1 0.2 0.1
H -1.98408 0.11362 1.47151 0.1 0.2 0.0
H 4.79009 -2.64235 -1.92588 0.4 0.7 2.6
H -1.25155 1.99439 0.21881 -0.1 -0.1 0.3
H -1.26183 4.36719 -2.70950 0.0 0.1 -0.1
H -9.32751 6.56848 1.28264 0.3 -0.1 -0.1
H -7.82081 6.99706 3.92472 0.0 0.0 -0.1
H -0.65625 4.37359 4.63724 0.0 -0.1 -0.1
H 7.52426 -6.15222 0.90341 0.3 -0.2 -2.3
H 10.34954 -4.96062 -2.58866 -2.4 -0.2 1.0
H 5.30922 -3.96789 0.89710 -2.2 0.6 -1.2
H -1.41248 -5.28866 -0.41737 0.2 -2.1 -0.4
H -3.00070 4.81993 0.17785 -0.1 0.0 -0.2
H 5.62923 -9.13565 -0.09128 0.0 2.5 -0.9
H 4.25279 -4.54472 -0.58024 0.2 1.6 1.8
H -0.79332 5.15171 -0.79738 0.0 0.1 -0.1
H -2.11897 0.20630 3.20072 0.1 0.2 0.0
H -9.27020 5.32993 2.48755 0.2 0.0 0.0
H 8.54269 -5.36078 -3.02097 1.3 0.8 1.8
H -1.87156 -6.91099 0.42484 0.9 1.0 -2.3
H -1.73914 -4.61880 -4.19886 1.2 -0.9 2.2
H 0.16799 -5.12980 1.28695 2.1 -0.4 -1.5
H -0.90708 6.17262 0.62727 0.0 0.0 -0.1
H -6.02786 5.95638 0.02601 -0.1 -0.1 0.2
H -5.59635 7.15886 -2.94889 0.1 0.0 0.0
H 7.18429 -2.78070 0.25776 -1.1 0.7 -2.1
H 6.65967 -3.98947 -2.36638 1.5 1.9 0.6
H 1.06831 3.05981 0.11602 0.0 -0.1 0.1
H 7.00842 -1.18649 -0.77964 -0.7 -2.5 0.3
H 1.29786 2.63228 1.80879 -0.1 0.0 0.0
H 7.98190 -8.36212 -0.60477 -2.1 1.5 -0.8
H -3.83769 7.94487 -1.36576 0.2 -0.3 0.1
H 7.30453 -7.41538 -2.13386 -0.5 -0.6 2.5
H 0.64956 -6.77901 -1.73096 -1.5 -0.6 1.8
H -5.68569 4.58950 1.90184 -0.1 0.3 -0.1
H -0.33464 4.52783 2.91185 -0.1 0.0 0.1
H -1.42648 2.09709 4.40468 0.1 -0.2 -0.3
```
Forces are in eV/Å.

* LUMO level: -2.99 eV
* calculated total energy: -2202.62224 Ha
* net charge: +1
* multiplicity: 1
* frontier orbital gap: 5.99 eV
* F_max: 5.65 eV Å⁻¹